C44H116F6N7O13P | ωB97M-V/def2-TZVPD

Each atom is followed by the atoms it is bonded to, with distances in Å.
CARTESIAN COORDINATES (ANGSTROEM)
1 P 19.13 13.96 19.86  F2 1.648, F3 1.635, F4 1.613, F5 1.604, F6 1.650, F7 1.598
2 F 18.33 12.76 19.06  P1 1.648
3 F 19.00 13.23 21.32  P1 1.635
4 F 20.58 13.39 19.45  P1 1.613
5 F 19.19 14.78 18.48  P1 1.604
6 F 17.71 14.74 20.18  P1 1.650
7 F 19.87 15.22 20.52  P1 1.598
8 O 19.87 19.77 24.25  C36 1.438, C59 1.425
9 O 15.29 15.54 23.68  C40 1.427, C47 1.418
10 O 16.53 8.00 25.23  C42 1.408, C50 1.401
11 O 20.16 8.78 26.57  C46 1.444, C57 1.415
12 O 22.00 17.77 9.68  C54 1.397, C70 1.416
13 O 15.14 17.54 16.60  C38 1.367, C49 1.354
14 O 21.20 8.99 18.92  C55 1.365, C60 1.448
15 O 12.86 12.62 22.32  C31 1.357, C51 1.386
16 O 26.05 12.84 18.98  C29 1.384, C67 1.404
17 O 20.60 19.80 19.49  C39 1.416, C68 1.375
18 O 30.46 13.81 19.14  C33 1.385, C69 1.404
19 O 22.08 8.95 15.12  C28 1.375, C37 1.423
20 O 11.73 16.48 16.38  C41 1.426, C64 1.403
21 N 18.55 6.94 27.14  C34 1.500, C61 1.514, H79 1.017, H123 1.016
22 N 28.32 13.70 17.44  C45 1.508, C66 1.535, H112 1.001, H127 1.007
23 N 19.79 18.54 11.65  C48 1.562, C52 1.487, C58 1.514, C63 1.544
24 N 19.96 8.63 16.74  C30 1.517, C35 1.499, H145 1.014, H185 1.029
25 N 15.04 13.11 24.01  C32 1.521, C44 1.554, H81 1.029, H132 1.035
26 N 21.60 18.88 22.05  C62 1.484, C65 1.497, H109 1.048, H167 1.030
27 N 14.05 15.20 17.20  C53 1.481, C71 1.560, H85 1.063, H131 1.023
28 C 21.11 8.13 14.60  O19 1.375, C35 1.531, H102 1.141, H129 1.082
29 C 24.85 12.92 19.68  O16 1.384, H103 1.074, H130 1.103, H138 1.126
30 C 19.71 9.95 17.44  N24 1.517, C55 1.549, H75 1.081, H173 1.100
31 C 11.60 13.05 22.59  O15 1.357, H89 1.086, H116 1.124, H168 1.090
32 C 14.72 11.70 23.55  N25 1.521, C51 1.512, H153 1.078, H155 1.097
33 C 30.75 14.15 17.83  O18 1.385, C66 1.541, H107 1.134, H124 1.121
34 C 19.99 6.56 27.30  N21 1.500, C46 1.501, H166 1.095, H186 1.082
35 C 19.83 8.67 15.25  N24 1.499, C28 1.531, H113 1.088, H160 1.114
36 C 21.10 19.10 24.56  O8 1.438, C65 1.503, H169 1.083, H172 1.074
37 C 23.40 8.60 14.75  O19 1.423, H101 1.084, H140 1.119, H150 1.078
38 C 14.92 18.89 16.51  O13 1.367, H90 1.103, H163 1.075, H176 1.117
39 C 21.88 19.21 19.63  O17 1.416, C62 1.464, H137 1.091, H175 1.179
40 C 14.89 16.90 23.86  O9 1.427, H91 1.109, H97 1.104, H171 1.073
41 C 10.57 16.76 15.61  O20 1.426, H77 1.118, H78 1.081, H115 1.078
42 C 16.79 7.81 23.86  O10 1.408, H93 1.093, H99 1.119, H156 1.103
43 C 18.15 16.59 11.52  C63 1.516, H83 1.086, H98 1.061, H182 1.120
44 C 16.51 13.59 23.98  N25 1.554, C47 1.524, H88 1.078, H180 1.133
45 C 27.34 12.65 16.97  N22 1.508, C67 1.516, H161 1.076, H162 1.103
46 C 20.80 7.82 27.44  O11 1.444, C34 1.501, H135 1.114, H184 1.134
47 C 16.42 15.06 24.38  O9 1.418, C44 1.524, H74 1.105, H164 1.103
48 C 21.29 18.96 11.56  N23 1.562, C54 1.488, H100 1.103, H136 1.075
49 C 15.63 17.02 17.75  O13 1.354, C71 1.494, H111 1.116, H118 1.075
50 C 16.40 6.80 25.93  O10 1.401, C61 1.507, H159 1.105, H181 1.082
51 C 13.24 11.66 23.25  O15 1.386, C32 1.512, H96 1.108, H121 1.093
52 C 19.41 18.77 13.07  N23 1.487, C56 1.508, H106 1.116, H122 1.084
53 C 12.91 15.36 18.13  N27 1.481, C64 1.506, H117 1.117, H146 1.094
54 C 21.85 19.06 10.18  O12 1.397, C48 1.488, H82 1.078, H84 1.096
55 C 20.06 9.74 18.94  O14 1.365, C30 1.549, H76 1.121, H104 1.064
56 C 20.04 17.82 14.05  C52 1.508, H114 1.093, H119 1.093, H165 1.070
57 C 20.83 10.02 26.50  O11 1.415, H95 1.117, H143 1.068, H157 1.063
58 C 18.98 19.46 10.77  N23 1.514, H72 1.094, H92 1.101, H149 1.115
59 C 19.03 19.58 25.38  O8 1.425, H110 1.107, H133 1.102, H151 1.098
60 C 21.63 8.53 20.23  O14 1.448, H139 1.088, H174 1.139, H179 1.082
61 C 17.64 6.05 26.33  N21 1.514, C50 1.507, H94 1.066, H128 1.081
62 C 22.44 19.41 20.96  N26 1.484, C39 1.464, H105 1.097, H154 1.089
63 C 19.54 17.09 11.18  N23 1.544, C43 1.516, H126 1.084, H183 1.124
64 C 11.63 15.45 17.34  O20 1.403, C53 1.506, H120 1.094, H142 1.077
65 C 22.09 19.19 23.43  N26 1.497, C36 1.503, H152 1.092, H187 1.109
66 C 29.75 13.36 16.97  N22 1.535, C33 1.541, H73 1.106, H148 1.081
67 C 25.96 12.77 17.58  O16 1.404, C45 1.516, H144 1.098, H147 1.107
68 C 20.49 21.17 19.38  O17 1.375, H87 1.114, H108 1.078, H170 1.115
69 C 31.39 14.17 20.12  O18 1.404, H80 1.115, H134 1.111, H178 1.089
70 C 22.64 17.77 8.42  O12 1.416, H86 1.113, H125 1.072, H141 1.093
71 C 15.49 15.53 17.68  N27 1.560, C49 1.494, H158 1.090, H177 1.105
72 H 19.19 19.23 9.72  C58 1.094
73 H 29.73 13.72 15.92  C66 1.106
74 H 16.22 15.05 25.47  C47 1.105
75 H 20.44 10.62 17.02  C30 1.081
76 H 19.24 9.15 19.42  C55 1.121
77 H 9.89 15.88 15.65  C41 1.118
78 H 10.03 17.64 15.94  C41 1.081
79 H 18.04 7.10 28.01  N21 1.017
80 H 31.60 15.26 20.28  C69 1.115
81 H 14.47 13.71 23.39  N25 1.029
82 H 21.22 19.69 9.58  C54 1.078
83 H 17.43 17.19 10.97  C43 1.086
84 H 22.81 19.56 10.33  C54 1.096
85 H 13.83 15.83 16.37  N27 1.063
86 H 23.51 18.47 8.42  C70 1.113
87 H 19.48 21.35 18.95  C68 1.114
88 H 16.96 13.42 23.01  C44 1.078
89 H 11.39 13.34 23.61  C31 1.086
90 H 14.40 19.30 17.39  C38 1.103
91 H 15.80 17.53 23.84  C40 1.109
92 H 19.26 20.48 11.08  C58 1.101
93 H 17.03 8.81 23.48  C42 1.093
94 H 17.38 5.11 26.77  C61 1.066
95 H 21.75 9.79 25.89  C57 1.117
96 H 13.00 10.62 22.96  C51 1.108
97 H 14.37 17.25 22.95  C40 1.104
98 H 18.00 15.60 11.18  C43 1.061
99 H 16.05 7.13 23.37  C42 1.119
100 H 21.84 18.26 12.21  C48 1.103
101 H 24.16 9.31 15.06  C37 1.084
102 H 21.27 7.05 14.93  C28 1.141
103 H 25.14 13.26 20.66  C29 1.074
104 H 20.17 10.72 19.34  C55 1.064
105 H 22.67 20.46 21.20  C62 1.097
106 H 19.67 19.83 13.30  C52 1.116
107 H 30.62 15.27 17.67  C33 1.134
108 H 21.22 21.56 18.70  C68 1.078
109 H 20.61 19.17 21.86  N26 1.048
110 H 18.16 20.24 25.20  C59 1.107
111 H 15.04 17.42 18.61  C49 1.116
112 H 28.31 13.62 18.43  N22 1.001
113 H 18.97 8.06 15.00  C35 1.088
114 H 21.09 18.05 14.27  C56 1.093
115 H 10.90 16.89 14.59  C41 1.078
116 H 10.73 12.43 22.24  C31 1.124
117 H 12.96 14.51 18.85  C53 1.117
118 H 16.63 17.36 17.95  C49 1.075
119 H 20.07 16.75 13.81  C56 1.093
120 H 11.47 14.56 16.73  C64 1.094
121 H 12.68 11.86 24.16  C51 1.093
122 H 18.34 18.59 13.05  C52 1.084
123 H 18.49 7.83 26.65  N21 1.016
124 H 31.80 13.91 17.51  C33 1.121
125 H 21.87 18.16 7.80  C70 1.072
126 H 20.33 16.55 11.70  C63 1.084
127 H 28.09 14.66 17.27  N22 1.007
128 H 18.13 5.86 25.38  C61 1.081
129 H 20.89 8.13 13.54  C28 1.082
130 H 24.18 13.67 19.22  C29 1.103
131 H 14.23 14.25 16.87  N27 1.023
132 H 14.66 13.41 24.92  N25 1.035
133 H 18.71 18.53 25.54  C59 1.102
134 H 32.36 13.73 19.81  C69 1.111
135 H 21.87 7.68 27.18  C46 1.114
136 H 21.35 19.91 12.06  C48 1.075
137 H 22.56 19.56 18.85  C39 1.091
138 H 24.40 11.89 19.70  C29 1.126
139 H 22.68 8.30 20.13  C60 1.088
140 H 23.71 7.66 15.28  C37 1.119
141 H 22.81 16.74 8.08  C70 1.093
142 H 10.76 15.69 17.94  C64 1.077
143 H 20.27 10.72 25.92  C57 1.068
144 H 25.29 11.98 17.22  C67 1.098
145 H 19.37 7.88 17.09  N24 1.014
146 H 12.97 16.28 18.72  C53 1.094
147 H 25.42 13.67 17.22  C67 1.107
148 H 29.81 12.29 17.07  C66 1.081
149 H 17.88 19.35 10.94  C58 1.115
150 H 23.40 8.49 13.68  C37 1.078
151 H 19.50 19.94 26.30  C59 1.098
152 H 22.90 18.47 23.60  C65 1.092
153 H 14.99 10.97 24.30  C32 1.078
154 H 23.38 18.85 20.91  C62 1.089
155 H 15.24 11.56 22.60  C32 1.097
156 H 17.70 7.20 23.72  C42 1.103
157 H 21.16 10.42 27.42  C57 1.063
158 H 15.72 14.94 18.57  C71 1.090
159 H 15.82 7.09 26.82  C50 1.105
160 H 19.56 9.69 14.87  C35 1.114
161 H 27.36 12.67 15.89  C45 1.076
162 H 27.75 11.68 17.28  C45 1.103
163 H 14.38 19.16 15.63  C38 1.075
164 H 17.34 15.62 24.15  C47 1.103
165 H 19.55 17.88 15.00  C56 1.070
166 H 20.02 6.07 28.29  C34 1.095
167 H 21.42 17.86 22.00  N26 1.030
168 H 11.45 13.92 21.95  C31 1.090
169 H 20.97 18.03 24.71  C36 1.083
170 H 20.58 21.73 20.34  C68 1.115
171 H 14.32 17.01 24.76  C40 1.073
172 H 21.57 19.55 25.41  C36 1.074
173 H 18.68 10.31 17.32  C30 1.100
174 H 21.52 9.31 21.05  C60 1.139
175 H 21.83 18.05 19.41  C39 1.179
176 H 15.88 19.44 16.35  C38 1.117
177 H 16.11 15.22 16.82  C71 1.105
178 H 31.09 13.72 21.06  C69 1.089
179 H 21.10 7.59 20.32  C60 1.082
180 H 17.05 12.96 24.74  C44 1.133
181 H 15.82 6.08 25.36  C50 1.082
182 H 17.87 16.56 12.60  C43 1.120
183 H 19.72 17.12 10.07  C63 1.124
184 H 20.76 8.20 28.51  C46 1.134
185 H 20.92 8.34 16.98  N24 1.029
186 H 20.31 5.91 26.50  C34 1.082
187 H 22.63 20.16 23.40  C65 1.109

## Properties
HOMO energy ... -18.7 eV
Frontier orbital gap ... 9.322 eV
LUMO ... -0.345 Ha
Net charge ... +6